(1)
80
Properties=species:S:1:pos:R:3 method="wB97M-V/def2-TZVPD" e_homo_ha="-0.1422 / -0.1422" e_tot_ha=-7044.16612 charge=-1 spin_multiplicity=1 lumo_energy_ev="1.70 / 1.70"
Ta -0.043 0.264 0.590
C -0.824 -1.557 3.605
N -0.465 -1.649 2.179
C -1.684 -2.171 1.489
C -1.588 -2.245 -0.019
N -0.852 -1.111 -0.613
C -0.500 -1.448 -1.968
C -1.480 -1.999 -2.794
F -2.779 -1.683 -2.549
C -1.232 -2.901 -3.836
F -2.333 -3.440 -4.390
C 0.075 -3.106 -4.267
F 0.343 -3.754 -5.419
C 1.058 -2.372 -3.643
F 2.287 -2.327 -4.238
C 0.718 -1.419 -2.687
F 1.564 -0.395 -2.457
C 0.656 -2.655 2.044
C 1.486 -2.688 0.758
N 1.797 -1.293 0.296
C 2.988 -1.142 -0.320
C 3.822 0.006 -0.321
F 3.252 1.207 -0.209
C 5.177 -0.199 -0.263
F 5.955 0.769 0.283
C 5.768 -1.405 -0.471
F 7.000 -1.657 -0.072
C 4.959 -2.401 -1.087
F 5.430 -3.621 -1.398
C 3.605 -2.251 -0.972
F 2.859 -3.369 -1.238
H -0.995 -2.537 4.055
H -1.730 -0.975 3.804
H -0.127 -1.026 4.185
H -2.498 -1.492 1.761
H -1.963 -3.100 1.935
H -2.676 -2.217 -0.366
H -1.263 -3.285 -0.293
H 0.189 -3.631 2.213
H 1.333 -2.442 2.866
H 0.973 -3.276 -0.044
H 2.378 -3.223 0.983
S 6.058 3.573 4.612
C 4.827 2.924 3.756
S 4.268 1.249 3.836
C 2.823 1.427 2.898
C 2.603 2.630 2.321
S 1.291 2.930 1.273
S 3.801 3.908 2.702
S 1.758 0.120 2.608
C -2.027 3.415 1.804
C -2.317 1.999 2.287
O -1.411 1.088 1.640
C -2.088 1.814 3.825
F -2.143 3.008 4.460
F -0.875 1.283 4.046
F -3.031 0.971 4.408
C -3.793 1.582 1.811
F -4.796 2.163 2.465
F -3.849 0.244 2.086
F -4.009 1.846 0.500
H -1.023 3.614 2.211
H -2.667 4.240 2.173
H -2.008 3.425 0.708
C -3.700 1.048 -2.500
Ge -1.881 1.846 -2.645
C -1.183 1.063 -4.319
C -2.278 3.785 -2.814
C -0.489 1.682 -1.020
H -4.294 1.799 -1.913
H -3.630 0.160 -1.873
H -4.058 0.834 -3.472
H -0.823 1.933 -4.948
H -1.951 0.526 -4.903
H -0.305 0.435 -4.178
H -2.967 3.781 -3.680
H -1.365 4.370 -2.973
H -2.868 4.148 -1.986
H -0.621 2.685 -0.612
H 0.383 1.670 -1.705

=====

(2)
14
Properties=species:S:1:pos:R:3 method="wB97M-V/def2-TZVPD" e_homo_ha="-0.3957 / -0.5236" e_tot_ha=-525.80127 charge=+1 spin_multiplicity=3 lumo_energy_ev="-4.51 / -8.54"
C -1.326 0.641 -0.601
C 0.125 0.841 -0.125
C 0.956 -0.170 0.439
N 0.601 -1.046 1.282
N -1.006 1.326 0.631
I 2.996 -0.083 -0.141
H -1.853 1.019 -1.488
H -1.844 -0.292 -0.354
H 0.795 1.471 -0.756
H 0.203 -1.573 -1.266
H -0.398 -0.941 1.763
H 1.252 -1.687 1.644
H -1.155 2.391 0.708
H 0.654 -1.895 -1.736

=====

(3)
9
Properties=species:S:1:pos:R:3 method="wB97M-V/def2-TZVPD" e_homo_ha="-0.3437 / -0.3437" e_tot_ha=-283.96550 spin_multiplicity=1 lumo_energy_ev="-1.89 / -1.88"
C 0.465 1.286 -0.143
C 0.472 -1.111 -0.194
C 1.535 0.519 0.137
C -0.263 0.088 -0.205
N 1.762 -0.730 0.003
O -2.111 -0.030 -0.105
H 0.119 2.311 0.005
H 0.265 -2.105 -0.281
H -2.244 -0.230 0.783

=====

(4)
21
Properties=species:S:1:pos:R:3 method="wB97M-V/def2-TZVPD" e_homo_ha=-0.2980 e_tot_ha=-549.59910 spin_multiplicity=1 lumo_energy_ev=0.39
C -3.484 0.655 0.068
C -2.932 -0.629 -0.099
C -2.548 1.610 0.356
C -0.919 0.125 0.267
C 2.577 1.798 -0.279
C 1.582 -0.996 1.373
C 1.057 -1.602 0.145
C 1.246 -0.202 0.167
N -1.644 -1.010 0.106
N -1.224 1.383 0.323
N 1.703 0.825 -0.672
O 3.233 1.856 0.729
H -4.585 0.909 0.077
H -3.591 -1.452 -0.250
H -2.757 2.646 0.485
H 2.863 2.497 -1.135
H 0.946 -0.919 2.245
H 2.553 -1.096 1.759
H 1.735 -2.175 -0.437
H 0.042 -2.025 0.059
H 1.344 0.963 -1.614

=====

(5)
21
Properties=species:S:1:pos:R:3 method="wB97M-V/def2-TZVPD" e_homo_ha=-0.3120 e_tot_ha=-403.27278 spin_multiplicity=1 lumo_energy_ev=-3.77
O -2.087 -0.799 0.701
C -2.377 0.018 -0.326
C -1.069 0.500 -1.037
C -0.070 1.157 -0.122
C 0.139 0.387 1.184
C 0.699 -1.087 1.110
N 1.971 -1.033 0.531
H -2.886 0.940 0.025
H -1.333 1.092 -1.898
H -2.985 -0.487 -1.097
H -0.408 2.166 0.231
H 0.952 1.161 -0.584
H -0.837 0.177 1.665
H 0.786 0.894 1.906
H -0.094 -1.568 0.483
H 0.782 -1.541 2.094
H 2.051 -0.577 -0.437
H 2.787 -1.221 1.092
H -0.500 -0.350 -1.427
H 2.592 0.104 -2.373
O 1.885 0.066 -1.721

=====

(6)
50
Properties=species:S:1:pos:R:3 method="wB97M-V/def2-TZVPD" e_homo_ha="-0.5794 / -0.5755" e_tot_ha=-6415.66818 charge=+2 spin_multiplicity=1 lumo_energy_ev="-8.81 / -8.58"
W -0.516 -0.934 -0.498
O 0.554 -1.850 0.951
S 1.923 -1.915 0.180
O 3.023 -1.695 1.029
O 1.613 -0.906 -0.894
C 2.138 -3.367 -0.794
C 3.264 -4.104 -0.518
C 3.673 -5.095 -1.422
C 2.980 -5.309 -2.587
C 1.820 -4.574 -2.874
C 1.400 -3.607 -1.992
S -0.230 -2.995 -2.234
O -0.751 -3.020 -0.821
O -0.917 -3.724 -3.221
O -0.307 -1.446 -2.456
H 3.845 -3.894 0.370
H 4.557 -5.679 -1.200
H 3.313 -6.064 -3.285
H 1.237 -4.790 -3.760
C -2.616 -1.493 1.312
O -3.274 -0.833 0.208
C -2.458 -0.542 -0.763
C -3.122 0.068 -1.939
H -2.290 -2.487 1.009
H -3.317 -1.587 2.134
H -1.789 -0.863 1.681
H -3.536 1.039 -1.653
H -3.962 -0.576 -2.215
H -2.465 0.187 -2.795
C 0.659 4.754 0.567
Ge -0.197 3.981 2.128
C 1.086 3.399 3.466
C -1.627 5.054 2.831
C -1.062 2.274 1.467
Se 0.250 1.133 0.609
C -0.094 1.621 -1.246
H 1.064 5.729 0.839
H -0.052 4.907 -0.247
H 1.498 4.150 0.212
H 1.952 4.061 3.475
H 1.456 2.388 3.287
H 0.627 3.420 4.455
H -1.230 6.037 3.085
H -2.039 4.605 3.734
H -2.426 5.186 2.102
H -1.863 2.422 0.742
H -1.446 1.692 2.307
H 0.550 2.481 -1.425
H -1.137 1.888 -1.360
H 0.242 0.873 -1.981

=====

(7)
7
Properties=species:S:1:pos:R:3 method="wB97M-V/def2-TZVPD" e_homo_ha=-0.3910 smiles="O=PO.OCl" e_tot_ha=-1028.43700 spin_multiplicity=1 lumo_energy_ev=-0.45
O 2.434 1.305 -0.701
O 1.316 -0.175 0.965
O -1.635 -0.743 -0.526
P 1.586 1.314 0.528
Cl -2.807 -0.485 0.701
H -2.156 -0.342 -1.264
H 1.262 -0.875 0.297

=====

(8)
43
Properties=species:S:1:pos:R:3 method="wB97M-V/def2-TZVPD" e_homo_ha="-0.2590 / -0.3274" e_tot_ha=-2357.16134 spin_multiplicity=4 lumo_energy_ev="-0.90 / -0.51"
H -0.980 -3.091 1.183
N 0.110 -2.143 -0.352
B 1.511 -1.579 -2.385
N 0.808 -2.584 -1.430
C 0.761 -3.941 -1.479
Co 0.000 0.000 0.000
H 1.267 -4.480 -2.279
C 0.006 -4.392 -0.397
H -0.230 -5.423 -0.137
C -0.381 -3.220 0.282
H 2.074 -2.173 -3.276
C -0.076 2.044 0.294
H -0.660 2.317 1.187
H -0.533 2.520 -0.593
H 0.952 2.431 0.407
N 2.532 -0.746 -1.564
N 0.439 -0.621 -2.973
N 2.122 -0.002 -0.505
N -0.326 0.143 -2.152
C 3.878 -0.628 -1.711
C 0.081 -0.403 -4.265
H 4.392 -1.157 -2.512
H 0.587 -0.931 -5.073
C 4.354 0.221 -0.712
C -0.950 0.536 -4.280
C 3.208 0.586 0.022
C -1.171 0.846 -2.924
H 5.384 0.529 -0.538
H -1.470 0.936 -5.150
H 3.107 1.232 0.895
H -1.886 1.529 -2.465
H 0.225 -0.116 1.546
C -4.668 0.047 1.255
C -4.288 -0.497 0.024
C -2.935 -0.523 -0.352
C -1.956 0.020 0.494
C -2.361 0.549 1.740
C -3.701 0.562 2.115
H -5.708 0.067 1.553
H -5.047 -0.899 -0.636
H -2.661 -0.951 -1.306
H -1.633 0.923 2.445
H -3.981 0.965 3.079

=====

(9)
94
Properties=species:S:1:pos:R:3 method="wB97M-V/def2-TZVPD" e_homo_ha=-0.3866 e_tot_ha=-2787.59564 charge=+1 spin_multiplicity=1 lumo_energy_ev=-4.53
C 3.778 -1.186 -0.064
C 3.214 -1.540 1.464
C 1.638 -1.127 1.646
C 0.969 -0.449 0.268
C 0.292 -1.395 -0.941
C 0.302 -3.049 -0.917
F 0.727 -3.671 -2.231
F 1.391 -3.641 -0.049
C -1.174 -3.526 -0.406
C -1.219 -4.588 0.826
Si -2.815 -4.448 1.953
C -2.235 -4.905 3.773
C -4.233 -5.645 1.442
C -3.542 -2.673 2.066
C -5.024 -2.373 1.412
C -5.728 -0.879 1.404
C -4.977 0.425 2.053
C -3.486 0.154 2.742
C -2.774 -1.359 2.753
C -0.430 -0.481 -2.154
P -1.256 -1.645 -3.496
C -0.832 -1.000 -5.289
C -3.193 -1.685 -3.233
C -3.646 -1.405 -1.687
C -0.415 1.162 -2.221
C -1.132 2.027 -3.398
I 0.208 2.532 -5.112
C -2.664 1.674 -3.835
C -3.715 1.836 -2.544
N 0.345 1.929 -1.111
C 0.552 3.432 -1.080
N -0.324 4.187 -0.118
C 0.988 1.221 0.106
C 1.737 1.994 1.349
C 0.604 2.158 2.571
O -0.414 1.294 2.593
H 4.901 -1.524 -0.204
H 3.729 -0.028 -0.268
H 3.150 -1.814 -0.857
H 3.899 -1.119 2.319
H 3.252 -2.732 1.521
H 1.551 -0.452 2.594
H 0.924 -2.057 1.879
H -1.732 -3.989 -1.332
H -1.733 -2.550 -0.033
H -0.325 -4.560 1.577
H -1.272 -5.689 0.371
H -1.275 -4.222 3.966
H -1.963 -6.045 3.854
H -3.060 -4.547 4.523
H -3.911 -6.769 1.414
H -5.063 -5.561 2.296
H -4.777 -5.273 0.457
H -5.624 -3.246 0.892
H -6.791 -0.712 0.886
H -5.478 1.489 2.006
H -2.959 1.118 3.188
H -1.702 -1.470 3.230
H 0.209 -0.477 -5.348
H -0.677 -2.027 -5.888
H -1.711 -0.477 -5.832
H -3.792 -1.129 -4.058
H -3.440 -2.843 -3.412
H -4.786 -1.063 -1.708
H -3.660 -2.440 -1.091
H -3.020 -0.596 -1.117
H -1.349 3.130 -2.975
H -2.992 2.591 -4.535
H -2.840 0.744 -4.485
H -4.063 2.951 -2.478
H -4.702 1.192 -2.707
H -3.167 1.542 -1.532
H 0.422 3.965 -2.141
H 1.725 3.589 -0.904
H 0.114 5.053 0.263
H -0.763 3.591 0.614
H 2.113 3.075 1.149
H 2.697 1.415 1.765
H 0.788 3.009 3.389
C 7.831 4.575 3.121
C 7.406 3.254 2.502
O 6.138 3.378 1.845
C 6.159 4.001 0.642
O 7.146 4.448 0.079
O 4.884 4.067 0.181
C 4.750 4.798 -1.037
H 7.049 4.959 3.784
H 8.755 4.454 3.693
H 7.999 5.338 2.355
H 7.280 2.509 3.295
H 8.163 2.866 1.812
H 5.422 4.412 -1.809
H 4.937 5.860 -0.854
H 3.720 4.683 -1.389

=====

(10)
74
Properties=species:S:1:pos:R:3 method="wB97M-V/def2-TZVPD" e_homo_ha=-0.4788 e_tot_ha=-2630.72349 charge=+2 spin_multiplicity=1 lumo_energy_ev=-6.82
Ir 0.284 -0.299 0.370
C -1.303 1.326 2.581
P -0.234 -0.179 2.543
C 1.140 0.030 3.687
C 2.415 -0.408 3.348
C 3.450 -0.299 4.264
C 3.217 0.250 5.516
C 1.944 0.684 5.861
C 0.906 0.570 4.952
C -1.232 -1.581 3.085
C -2.078 -1.395 4.180
C -2.884 -2.431 4.622
C -2.847 -3.661 3.978
C -1.998 -3.856 2.897
C -1.194 -2.819 2.448
C -0.581 2.240 1.653
C -0.218 3.556 1.741
C 0.752 3.787 0.728
C 0.943 2.598 0.073
C 2.025 2.161 -0.862
P 2.295 0.391 -0.462
C 1.480 -0.654 -1.692
C 0.925 -0.231 -2.907
C 0.248 -1.138 -3.700
C 0.093 -2.462 -3.290
C 0.622 -2.896 -2.086
C 1.325 -2.000 -1.290
C 4.018 -0.010 -0.250
C 4.717 -0.726 -1.221
C 6.068 -0.975 -1.039
C 6.713 -0.509 0.098
C 6.016 0.212 1.061
C 4.665 0.463 0.894
N 0.053 1.669 0.564
H -2.307 1.029 2.268
H -1.381 1.751 3.581
H 2.593 -0.853 2.379
H 4.440 -0.652 4.002
H 4.027 0.335 6.228
H 1.761 1.109 6.838
H -0.081 0.915 5.237
H -2.116 -0.442 4.695
H -3.536 -2.282 5.472
H -3.473 -4.471 4.326
H -1.952 -4.821 2.410
H -0.527 -2.993 1.612
H -0.578 4.270 2.464
H 1.270 4.709 0.525
H 1.816 2.297 -1.926
H 2.957 2.685 -0.645
H 1.026 0.796 -3.231
H -0.163 -0.818 -4.648
H -0.437 -3.158 -3.926
H 0.512 -3.927 -1.776
H 1.818 -2.357 -0.379
H 4.215 -1.086 -2.111
H 6.619 -1.528 -1.788
H 7.768 -0.703 0.234
H 6.529 0.581 1.938
H 4.124 1.036 1.637
O -1.639 -1.002 -0.129
S -3.070 -0.668 0.350
C -3.725 0.512 -0.846
C -5.228 0.202 -0.923
C -5.469 -1.252 -0.440
C -4.118 -1.958 -0.329
H -3.197 0.282 -1.774
H -3.480 1.525 -0.533
H -5.562 0.344 -1.948
H -5.791 0.898 -0.306
H -6.118 -1.806 -1.115
H -5.957 -1.247 0.534
H -3.684 -2.212 -1.299
H -4.108 -2.824 0.328

=====

(11)
22
Properties=species:S:1:pos:R:3 method="wB97M-V/def2-TZVPD" e_homo_ha="0.0534 / -0.2789" e_tot_ha=-238.11619 charge=-1 spin_multiplicity=2 lumo_energy_ev="4.33 / 4.15"
C 0.604 1.814 -1.809
C -0.847 2.338 -1.763
C 1.513 2.174 -0.670
H 0.513 0.734 -1.951
H 0.859 2.215 -2.787
H -1.430 1.794 -2.510
H 1.033 2.944 -0.047
H 1.504 1.382 0.100
H -0.957 3.413 -1.912
H -1.338 2.139 -0.803
H 2.563 2.462 -0.741
C 0.092 -2.077 1.686
C -1.186 -1.459 2.195
C -0.057 -2.783 0.305
H 0.871 -1.331 1.531
H 0.426 -2.847 2.382
H -1.977 -2.202 2.384
H -0.730 -3.626 0.517
H -0.629 -2.105 -0.326
H -1.691 -0.756 1.520
H -1.027 -0.927 3.145
H 0.907 -2.933 -0.186

=====

(12)
16
Properties=species:S:1:pos:R:3 method="wB97M-V/def2-TZVPD" e_homo_ha=-0.3619 e_tot_ha=-325.88324 spin_multiplicity=1 lumo_energy_ev=0.62
C -1.309 -0.737 -0.984
C -0.779 0.387 -0.150
O -0.735 -1.418 2.081
C 0.505 0.776 -0.096
C 1.632 0.142 -0.880
C 0.830 1.913 0.730
N 1.091 2.825 1.397
H -1.582 -0.362 -1.978
H -2.197 -1.176 -0.525
H -0.573 -1.532 -1.128
H -1.510 0.946 0.433
H -1.141 -0.775 2.676
H 0.007 -0.931 1.699
H 2.607 0.374 -0.444
H 1.627 0.515 -1.910
H 1.527 -0.946 -0.919